An isolated molecule of C6H13NO at a distorted geometry. Source: OMol25; level of theory: wB97M-V/def2-TZVPD.

electronic energy: -9968.695 eV
E_HOMO: -8.95 eV
total charge: 0
multiplicity: 1
maximum force: 3.0 eV/Å
ΔE to the lowest compared entry with this formula, charge and spin: 239.2 kJ/mol

Structure (XYZ):
```
21
Properties=species:S:1:pos:R:3:forces:R:3
C 0.5544 0.4196 -1.5954 0.401 -0.638 -0.260
C 1.6643 -0.1073 -2.5322 -1.049 0.403 0.647
C 0.3498 -0.5833 -0.4460 -0.124 0.285 -1.832
N -0.3357 0.0857 0.6617 0.304 -1.725 -0.709
C 0.6086 0.6844 1.6507 -2.000 0.528 -1.906
C -1.3983 -0.7396 1.2298 0.059 1.994 2.202
C -2.3814 0.3196 1.8719 0.673 -1.690 -1.045
O -3.2683 0.0561 2.6282 0.051 0.490 0.132
H -0.2978 0.4775 -2.2920 -0.283 0.180 0.858
H 0.6558 1.3624 -1.0642 0.556 0.495 -0.728
H 1.7069 0.5310 -3.4086 0.614 0.031 -0.075
H 2.5946 -0.2636 -1.9959 0.332 0.191 -0.300
H 1.2793 -1.0756 -2.8629 0.316 -0.112 -0.121
H -0.2116 -1.3692 -0.9548 -0.705 -0.211 0.812
H 1.3163 -1.1067 -0.3076 -0.097 0.511 0.973
H -0.0201 1.2824 2.3124 0.317 -0.332 0.578
H 1.2522 -0.0427 2.1171 0.336 -0.134 0.412
H 1.1087 1.4409 1.0427 0.723 -0.232 0.379
H -0.9879 -1.3608 2.0375 -0.452 -0.450 -0.146
H -2.0436 -1.2862 0.5447 0.544 -0.122 -0.377
H -2.1465 1.2751 1.3628 -0.515 0.537 0.509
```
Positions in Å, forces in eV/Å.